# 1
C5H9NO in the gas phase. Source: the OMol25 dataset; level of theory: ωB97M-V with the def2-TZVPD basis set.

XYZ file:
```
16
Properties=species:S:1:pos:R:3:lowdin_charge:R:1
O -2.87 -0.30 0.72 0.0109
C -2.10 -0.25 -0.34 -0.0904
C -0.99 0.75 -0.13 -0.1644
C 0.40 0.08 -0.13 -0.5244
C 1.49 0.63 -0.96 -0.1207
N 1.42 0.94 0.47 0.0430
C 0.44 -1.40 0.21 -0.0397
H -2.57 0.31 1.44 0.1088
H -0.13 -1.98 -0.52 0.0804
H -1.08 1.33 0.81 0.1096
H -1.04 1.47 -0.96 0.1174
H 1.31 1.48 -1.62 0.1028
H 2.26 -0.06 -1.31 0.1064
H 2.08 0.37 0.99 0.0913
H 1.47 -1.76 0.22 0.0822
H 0.00 -1.59 1.20 0.0868
```

Spin multiplicity: 1
Orbital gap in eV: 9.6
Energy relative to the best compared isomer or geometry (same formula, charge and spin) in eV: 4.383
Highest occupied orbital energy in Eh: -0.3176
Lowest unoccupied orbital energy in Ha: 0.0335

---

# 2
C4H4O2 in the gas phase. Source: the OMol25 dataset; level of theory: ωB97M-V with the def2-TZVPD basis set.

XYZ file:
```
10
Properties=species:S:1:pos:R:3:lowdin_charge:R:1
C 0.39 0.91 -1.90 0.1315
C -0.17 0.25 -1.07 -0.1237
C -0.92 -0.58 -0.11 -0.1798
O -0.36 -0.72 1.20 -0.0130
C 0.74 -0.04 1.57 -0.3398
O 1.24 -0.20 2.64 0.0891
H 0.90 1.50 -2.63 0.0386
H -1.01 -1.60 -0.51 0.1331
H -1.94 -0.19 0.00 0.1324
H 1.13 0.66 0.81 0.1317
```

SMILES: C#CCOC=O
Spin multiplicity: 1
Orbital gap in eV: 11.2
Energy relative to the best compared isomer or geometry (same formula, charge and spin) in eV: 1.762
Highest occupied orbital energy in Eh: -0.3831
Lowest unoccupied orbital energy in Ha: 0.0282

---

# 3
6 unconnected molecules or ions with the total composition C66H144ClF6NO4P4S2. Source: the OMol25 dataset; level of theory: ωB97M-V with the def2-TZVPD basis set.

XYZ file:
```
228
Properties=species:S:1:pos:R:3:lowdin_charge:R:1
C -18.94 -8.20 18.57 -0.0984
C -17.99 -8.29 19.78 -0.2470
C -16.88 -9.35 19.59 -0.2605
C -16.09 -9.68 20.82 -0.2661
P -15.04 -11.20 20.86 1.0666
C -15.80 -12.63 20.03 -0.2375
C -15.77 -12.50 18.52 -0.2615
C -16.56 -13.55 17.78 -0.2361
C -18.09 -13.42 17.77 -0.0759
C -14.81 -11.71 22.58 -0.2987
C -16.01 -12.43 23.30 -0.1718
C -16.90 -11.40 24.10 -0.2426
C -16.20 -10.53 25.15 -0.1032
C -13.33 -10.89 20.28 -0.2539
C -13.23 -9.79 19.18 -0.2566
C -11.82 -9.65 18.68 -0.2497
C -11.46 -10.86 17.74 -0.0762
H -19.58 -7.30 18.66 0.0827
H -19.44 -9.13 18.31 0.0699
H -18.30 -7.91 17.71 0.0769
H -18.55 -8.59 20.65 0.0937
H -17.74 -7.26 20.03 0.1105
H -16.18 -9.12 18.77 0.1132
H -17.41 -10.23 19.27 0.0859
H -16.81 -9.84 21.59 0.0553
H -15.51 -8.90 21.30 0.1038
H -16.85 -12.79 20.42 0.0859
H -15.19 -13.49 20.29 0.0797
H -14.75 -12.38 18.15 0.0961
H -16.20 -11.51 18.24 0.1023
H -16.29 -14.54 18.22 0.1000
H -16.19 -13.54 16.77 0.1009
H -18.43 -13.32 18.78 0.0275
H -18.46 -14.35 17.43 0.0529
H -18.39 -12.62 17.09 0.0908
H -14.58 -10.82 23.16 0.0619
H -13.91 -12.32 22.46 -0.0653
H -15.61 -13.11 24.03 0.0740
H -16.71 -12.95 22.64 0.0801
H -17.61 -11.92 24.73 0.0884
H -17.54 -10.84 23.39 0.0860
H -15.34 -9.99 24.74 0.0587
H -15.82 -11.12 25.98 0.0403
H -16.99 -9.91 25.58 0.0819
H -12.98 -11.85 19.85 0.0699
H -12.73 -10.66 21.18 0.0865
H -13.61 -8.88 19.63 0.1018
H -13.89 -10.10 18.34 0.1182
H -11.17 -9.61 19.55 0.0909
H -11.69 -8.66 18.25 0.1104
H -11.78 -10.56 16.76 0.0683
H -11.99 -11.79 18.07 0.0606
H -10.36 -10.98 17.60 0.0810
C -12.08 -10.40 34.09 -0.0841
C -12.99 -9.82 33.04 -0.2700
C -12.63 -10.19 31.64 -0.2666
C -11.23 -9.67 31.14 -0.2031
P -11.08 -10.01 29.28 1.0480
C -9.28 -9.62 28.95 -0.2145
C -8.84 -9.68 27.42 -0.2219
C -7.83 -8.61 27.07 -0.2560
C -8.40 -7.20 26.93 -0.0714
C -11.36 -11.74 28.93 -0.2616
C -11.40 -12.12 27.45 -0.2186
C -12.07 -13.46 27.05 -0.2327
C -13.55 -13.48 27.35 -0.1006
C -12.08 -8.85 28.27 -0.2232
C -13.64 -8.85 28.52 -0.2495
C -14.39 -10.10 28.36 -0.3071
C -15.88 -9.88 28.65 -0.0754
H -11.01 -10.41 33.75 0.0830
H -12.34 -11.39 34.38 0.0688
H -12.08 -9.80 34.98 0.0710
H -13.07 -8.77 33.06 0.0978
H -14.05 -10.22 33.14 0.1433
H -13.39 -9.71 31.02 0.0790
H -12.61 -11.30 31.49 0.1266
H -10.40 -10.08 31.69 0.0771
H -11.13 -8.57 31.16 0.1102
H -8.66 -10.19 29.62 0.0929
H -9.23 -8.60 29.35 0.0862
H -9.71 -9.54 26.83 0.0528
H -8.53 -10.68 27.12 0.0963
H -7.40 -8.85 26.12 0.0883
H -7.01 -8.64 27.79 0.1129
H -8.99 -7.19 26.01 0.0711
H -7.61 -6.46 26.96 0.0873
H -9.10 -6.98 27.69 0.0385
H -12.31 -11.89 29.43 0.0585
H -10.61 -12.18 29.53 0.0991
H -10.39 -12.21 27.19 0.0766
H -11.81 -11.28 26.85 0.0948
H -11.67 -14.29 27.66 0.1092
H -11.91 -13.64 25.99 0.0996
H -13.86 -13.47 28.39 0.0782
H -13.97 -14.40 26.91 0.0537
H -13.99 -12.55 26.86 0.0778
H -11.91 -9.12 27.24 0.0656
H -11.65 -7.85 28.41 0.1088
H -14.00 -8.10 27.78 0.1301
H -13.86 -8.33 29.46 0.1098
H -13.99 -10.82 29.09 0.0837
H -14.21 -10.54 27.35 0.0900
H -15.96 -9.48 29.66 0.0781
H -16.32 -10.87 28.69 0.0755
H -16.37 -9.19 27.93 0.0931
C -9.53 -18.32 21.73 -0.0811
C -8.67 -17.51 22.72 -0.2645
C -8.29 -16.11 22.34 -0.2613
C -9.57 -15.22 22.34 -0.2807
P -9.41 -13.39 22.15 1.0442
C -10.29 -12.40 23.48 -0.2801
C -10.17 -10.90 23.14 -0.2348
C -11.04 -9.96 24.03 -0.2783
C -10.96 -8.50 23.72 -0.1057
C -7.66 -13.21 22.29 -0.2753
C -6.94 -13.30 23.68 -0.2364
C -6.68 -11.94 24.22 -0.2905
C -6.04 -11.94 25.61 -0.0865
C -9.92 -12.87 20.43 -0.2237
C -9.56 -14.03 19.41 -0.2003
C -10.86 -14.79 19.09 -0.2822
C -10.63 -15.79 17.98 -0.0833
H -9.33 -19.36 21.80 0.0606
H -9.47 -18.01 20.66 0.0840
H -10.56 -18.18 22.06 0.0577
H -7.67 -18.04 22.75 0.1296
H -9.17 -17.49 23.70 0.1009
H -7.78 -16.14 21.40 0.1006
H -7.50 -15.82 23.08 0.1095
H -10.08 -15.43 23.31 0.0792
H -10.31 -15.67 21.70 0.0421
H -9.77 -12.54 24.43 0.0850
H -11.30 -12.71 23.54 -0.0344
H -10.52 -10.80 22.06 0.1024
H -9.13 -10.51 23.26 0.1041
H -10.81 -10.22 25.06 0.0617
H -12.11 -10.25 23.94 0.1083
H -9.98 -8.03 23.64 0.0740
H -11.57 -7.85 24.37 0.0817
H -11.37 -8.48 22.69 0.0785
H -7.43 -12.29 21.76 0.1000
H -7.31 -14.03 21.67 0.0792
H -5.97 -13.81 23.61 0.1305
H -7.56 -13.85 24.37 0.1063
H -7.66 -11.42 24.14 0.0800
H -6.02 -11.37 23.57 0.1204
H -6.54 -12.51 26.38 0.0653
H -6.01 -10.89 25.92 0.0683
H -5.07 -12.44 25.50 0.0870
H -9.38 -11.95 20.25 0.0835
H -10.98 -12.65 20.41 0.0457
H -8.87 -14.73 19.87 0.0831
H -9.11 -13.77 18.48 0.1035
H -11.61 -14.05 18.83 0.0879
H -11.34 -15.17 20.00 0.0543
H -11.51 -16.30 17.67 0.0583
H -9.86 -16.53 18.23 0.0769
H -10.17 -15.28 17.13 0.0832
C -14.17 -16.22 19.77 -0.1118
C -14.85 -17.55 19.95 -0.2499
C -14.79 -18.03 21.36 -0.2449
C -15.62 -17.18 22.31 -0.2845
P -16.00 -17.89 23.91 1.0356
C -14.42 -18.23 24.76 -0.2482
C -13.24 -17.22 24.60 -0.2603
C -11.98 -17.56 25.41 -0.2419
C -12.11 -17.53 27.00 -0.0767
C -16.99 -19.42 23.68 -0.2440
C -18.25 -19.21 22.77 -0.2374
C -19.17 -20.44 22.83 -0.2686
C -20.13 -20.50 21.64 -0.0931
C -17.03 -16.86 25.05 -0.2562
C -16.49 -15.57 25.60 -0.2501
C -17.17 -15.15 26.94 -0.2337
C -18.63 -14.77 26.66 -0.1079
H -14.24 -15.82 18.76 0.0823
H -13.11 -16.35 19.93 0.0489
H -14.49 -15.61 20.58 0.0025
H -14.32 -18.27 19.33 0.1169
H -15.92 -17.48 19.68 0.1125
H -13.74 -18.04 21.73 0.1176
H -15.22 -19.02 21.37 0.1036
H -16.68 -17.07 21.89 0.0862
H -15.26 -16.16 22.49 0.0806
H -14.17 -19.22 24.35 0.0971
H -14.54 -18.48 25.84 0.1024
H -13.56 -16.28 24.95 0.0488
H -12.90 -16.98 23.56 0.0683
H -11.15 -16.90 25.09 0.0834
H -11.64 -18.55 25.10 0.0966
H -11.19 -17.81 27.51 0.0677
H -12.95 -18.21 27.37 0.0775
H -12.49 -16.51 27.25 0.0527
H -17.18 -19.87 24.65 0.0926
H -16.43 -20.22 23.17 0.1038
H -17.99 -19.04 21.72 0.1121
H -18.83 -18.36 23.06 0.0856
H -19.73 -20.31 23.74 0.1052
H -18.60 -21.40 22.87 0.1195
H -20.58 -19.49 21.52 0.0834
H -20.85 -21.32 21.72 0.0799
H -19.46 -20.70 20.83 0.0636
H -17.23 -17.51 25.91 0.1095
H -17.98 -16.67 24.48 0.1024
H -16.59 -14.78 24.87 0.0877
H -15.42 -15.62 25.79 0.0710
H -16.71 -14.19 27.26 0.0980
H -17.15 -15.88 27.77 0.1170
H -19.13 -14.46 27.56 0.0668
H -19.21 -15.62 26.32 0.0637
H -18.76 -14.00 25.84 0.0959
Cl -12.77 -14.27 22.50 -0.0195
C -21.04 -11.99 20.74 -0.6433
F -20.73 -12.23 19.46 0.1265
F -21.49 -10.79 20.86 0.1950
F -21.92 -12.87 21.30 0.1149
S -19.44 -12.38 21.72 0.6644
O -18.45 -11.31 21.37 -0.3436
O -19.77 -12.61 23.13 -0.2954
N -19.11 -13.78 21.10 -0.3329
S -19.43 -15.26 21.53 0.6018
O -18.22 -15.76 22.14 -0.3353
O -20.65 -15.50 22.24 -0.2509
C -19.47 -16.01 19.80 -0.6742
F -18.29 -16.11 19.29 0.1864
F -19.91 -17.31 20.02 0.0697
F -20.40 -15.45 19.08 0.1789
```

Spin multiplicity: 1
Orbital gap in eV: 9.0
Highest occupied orbital energy in Eh: -0.4603
Charge: +2
Lowest unoccupied orbital energy in Ha: -0.1291